(1)
Formula: H2N2O3S
Source: OMol25
Level of theory: the ωB97M-V functional and the def2-TZVPD basis

Properties
SMILES: O=[N+]([O-])O.N=S
2S+1: 1
Relative energy (zero: lowest compared OMol25 entry of this formula, charge and spin), eV: 3.537
Net charge: 0
Max |F|, eV Å⁻¹: 2.33
LUMO (spin up / spin down), eV: -2.450 / -2.405
Electronic energy, a.u.: -734.411421

CARTESIAN COORDINATES (ANGSTROEM)
O -2.6202 -0.4379 0.0969
N -1.4910 -0.1819 -0.0534
O -0.9882 0.7656 -0.6197
O -0.6397 -1.1193 0.4225
H 0.3956 -0.7300 0.2879
N 1.5813 0.1300 0.1787
S 1.4007 1.6885 0.1365
H 2.3614 -0.1150 -0.4495

(2)
Formula: H2N2O3S
Source: OMol25
Level of theory: the ωB97M-V functional and the def2-TZVPD basis

Properties
2S+1: 1
Relative energy (zero: lowest compared OMol25 entry of this formula, charge and spin), eV: 4.593
Net charge: 0
Max |F|, eV Å⁻¹: 2.15
LUMO, eV: -1.202
Electronic energy, a.u.: -734.372629

CARTESIAN COORDINATES (ANGSTROEM)
N 1.6328 0.0968 -0.5094
N -1.1472 0.1749 1.0083
O -0.8596 1.4421 0.5193
O -1.8799 0.2459 1.9532
O -0.6101 -0.7538 0.4289
S 1.9399 -1.2504 -1.0474
H -0.1318 1.6006 -0.1522
H 1.0559 -1.5561 -2.2007